95
Properties=species:S:1:pos:R:3:forces:R:3 method="wB97M-V/def2-TZVPD" lumo_energy_ev=-0.7135 homo_lumo_gap_ev=8.5 multiplicity=1 homo_ev=-9.213 e_tot_ha=-3767.764494 de_lowest_ev=0.000
C 5.166697 28.505561 -17.479214 0.5651 -0.6209 -0.3063
N 5.157625 29.977716 -17.678637 -0.0288 -0.3440 0.0256
O 6.041613 30.619030 -17.156722 -0.0816 0.1257 0.0578
O 4.273922 30.422585 -18.378018 -0.2111 0.2729 0.0362
H 6.174120 28.228792 -17.184437 -0.0508 0.0443 0.1212
H 4.926635 28.036018 -18.429147 -0.1013 0.1358 -0.0183
H 4.444134 28.170926 -16.741946 -0.1335 0.4274 0.0780
C -1.475969 29.006986 -19.677498 -1.1969 0.1638 -0.6628
N -2.912834 29.184301 -19.266531 0.2161 -0.2368 0.6752
O -3.737339 28.424863 -19.736647 0.0322 -0.1417 -0.1477
O -3.152203 30.042499 -18.446856 -0.0525 0.1053 -0.1562
H -1.556380 28.833212 -20.750209 0.4358 0.2103 -0.0260
H -1.098148 28.103222 -19.214982 0.1125 0.1881 0.3273
H -1.009473 29.939434 -19.391340 0.4932 -0.2268 -0.0249
C -1.300549 29.196462 -25.407780 0.8755 -0.3891 -0.6863
N -1.059637 29.212022 -23.952443 -0.7999 -0.1702 0.8673
O -1.182247 30.263411 -23.356112 0.1896 0.0571 -0.3133
O -0.840095 28.146300 -23.405028 0.2387 0.0081 -0.2015
H -0.709490 28.375976 -25.810832 0.0294 0.0584 0.0731
H -0.946937 30.137554 -25.813861 -0.3259 0.0987 0.0017
H -2.336847 28.968755 -25.634018 -0.1706 0.3279 0.3435
C 1.468399 21.686403 -22.851023 0.1833 0.2877 0.3682
N 1.927269 20.332037 -23.249297 0.1117 -0.1454 0.2190
O 3.095226 20.221092 -23.557234 -0.0575 0.0643 -0.1257
O 1.125586 19.422559 -23.214111 -0.1384 -0.0008 -0.0530
H 1.572867 22.341214 -23.709200 -0.0795 -0.0994 0.0145
H 2.146880 22.028341 -22.071360 0.1335 -0.0197 -0.1255
H 0.463408 21.658866 -22.450835 -0.1420 -0.1304 -0.3570
C 1.816358 25.713987 -14.176331 -0.4569 -0.2207 -0.1373
N 2.677780 24.862468 -13.315424 0.3877 0.4121 -0.3242
O 3.833631 24.725944 -13.679670 0.1085 -0.1932 0.0892
O 2.210939 24.400025 -12.304881 -0.1585 -0.1051 0.0888
H 2.256776 25.825947 -15.159647 0.2004 -0.0066 0.0897
H 1.708509 26.673247 -13.679014 -0.0352 -0.0080 0.0437
H 0.857844 25.211239 -14.261442 -0.0422 0.1264 0.1329
C 1.265086 24.523657 -26.286550 0.1669 -0.8220 -0.5210
N 1.535042 24.639149 -24.834445 0.0476 0.2454 -0.1326
O 0.596570 24.706151 -24.070406 -0.0964 0.0008 0.0086
O 2.704285 24.655231 -24.507759 0.0609 0.0040 0.1207
H 1.815093 25.295389 -26.814139 -0.2090 0.2652 0.1417
H 0.201031 24.472840 -26.483305 -0.0308 0.4090 0.1737
H 1.702225 23.578802 -26.615021 0.0592 0.0114 0.2008
C -2.500092 26.344823 -16.755639 -0.0667 -0.6258 -0.8242
N -1.231268 27.070213 -16.497806 0.0357 -0.1439 1.1692
O -1.267004 28.278629 -16.468730 -0.0396 0.0759 -0.4423
O -0.254262 26.400387 -16.208353 -0.0674 0.0403 -0.3715
H -2.371277 25.302882 -16.480527 0.0806 0.1392 0.3852
H -2.673626 26.324009 -17.833861 -0.0238 0.4186 0.0364
H -3.315064 26.841109 -16.244954 0.0569 0.1133 0.0323
C 4.796970 23.421892 -16.145393 0.4879 -0.8181 -1.9018
C 5.835103 22.961901 -15.133964 -0.8565 0.9388 1.1563
O 6.458966 21.824770 -15.685445 0.2705 -0.3993 -0.6332
S 6.428532 21.844104 -17.303413 -0.4437 0.1620 0.5020
O 5.733906 20.682025 -17.744283 0.0871 0.1745 0.1518
O 7.711041 22.142234 -17.830897 -0.0578 0.0626 0.0935
O 5.504328 23.128151 -17.414121 0.3340 0.2175 -0.1979
H 4.559217 24.474523 -16.235938 0.1020 0.0549 0.5240
H 3.899649 22.814190 -16.279225 -0.1074 0.0494 0.9307
H 5.390259 22.707855 -14.171472 -0.0870 -0.3129 -0.2030
H 6.539901 23.762470 -14.894730 0.2279 -0.0893 -0.4540
C 1.762964 25.343472 -20.990933 -0.5277 0.4318 -0.0347
C 0.749697 26.467224 -20.593866 -0.4792 -0.8668 -0.6069
O 1.114779 26.900077 -19.274956 0.4713 -0.3266 0.6389
S 1.952491 25.673385 -18.610964 -0.1891 1.3500 -0.3932
O 1.031039 24.623137 -18.330796 0.3520 -0.1530 -0.2124
O 2.804980 26.160014 -17.575140 -0.1973 -0.1845 -0.7825
O 2.770099 25.428525 -19.963142 -0.0022 -0.7412 0.9762
H 2.238669 25.496753 -21.952464 0.1330 0.0897 0.0729
H 1.264147 24.376015 -20.971804 0.1125 -0.0364 0.0153
H -0.257383 26.051476 -20.545042 0.0209 -0.0454 -0.1299
H 0.747706 27.280872 -21.312987 0.1901 0.3272 0.3721
C 4.277017 31.170178 -21.437957 -0.0079 -0.3972 0.2331
O 5.384626 30.674634 -21.438121 0.0568 0.2253 0.0482
N 3.129412 30.456669 -21.316756 0.0880 -0.0969 -0.0504
C 3.170434 29.056791 -20.946990 -0.8106 0.1232 -0.2811
C 1.835181 31.055629 -21.506454 -0.1867 0.3636 -0.5184
H 4.094751 32.255485 -21.486000 0.0501 0.0206 -0.2669
H 2.622299 28.479638 -21.701429 0.3122 -0.0995 -0.1577
H 2.605422 28.912220 -20.022377 0.3266 0.0045 0.1981
H 4.196955 28.720756 -20.870792 0.0289 -0.0030 0.0617
H 1.339397 31.324003 -20.571370 -0.0496 -0.0640 0.0302
H 1.913498 31.937000 -22.147619 0.1989 0.1998 0.3609
H 1.179715 30.415779 -22.105115 0.0482 -0.3212 0.3249
C -1.934874 22.918818 -20.714739 0.0948 0.0961 -0.3345
O -1.225260 23.474859 -21.539577 0.0715 0.0327 0.2719
N -1.520438 22.100435 -19.736849 -0.4032 -1.0364 0.8422
C -0.124557 21.815168 -19.489905 0.7916 0.9382 -0.8653
C -2.470052 21.389105 -18.887207 -0.2142 0.4908 -0.1039
H -3.029113 23.045899 -20.705801 -0.0216 -0.0230 -0.0865
H 0.146682 20.770458 -19.353227 -0.5593 -0.1802 -0.0490
H 0.294464 22.395321 -18.667581 -0.2643 -0.0362 0.1638
H 0.374719 22.177952 -20.389997 0.2674 -0.1202 0.2006
H -3.483297 21.421480 -19.289627 0.1126 0.1016 -0.2096
H -2.178086 20.343389 -18.828499 0.0328 -0.0149 0.2001
H -2.518913 21.854409 -17.900072 0.1713 -0.2756 0.1394

67
Properties=species:S:1:pos:R:3:forces:R:3 method="wB97M-V/def2-TZVPD" lumo_energy_ev=-2.5920 homo_lumo_gap_ev=8.7 multiplicity=1 homo_ev=-11.258 charge=+1 e_tot_ha=-1445.498627 de_lowest_ev=1.016
C 3.091977 -1.101600 -4.425831 0.0099 0.0859 -0.0133
C 1.901196 -0.136304 -4.453069 -0.0883 -0.0809 0.0204
C 1.524568 0.584041 -3.131745 0.0594 0.1214 -0.1315
C 2.626980 0.728191 -2.086147 0.1013 0.2494 -0.0352
O 2.150096 0.481082 -0.712787 -0.1176 -0.0213 0.0077
P 1.632352 -0.928127 -0.264764 0.0527 0.2757 -0.1394
C -0.149016 -0.961748 -0.075731 -0.0725 -0.2619 0.2587
N -0.557731 -2.374204 0.004008 0.2622 0.4145 0.1924
C 2.529899 -1.512960 1.197179 0.1281 -0.0656 0.2114
C 1.685812 -1.635410 2.486509 0.0206 0.0475 -0.0264
C 3.786149 -0.636780 1.418765 -0.0951 0.0161 -0.0152
C 4.792834 -1.347908 2.320902 0.0316 -0.0007 -0.0647
H 3.246922 -1.570565 -3.450825 -0.1044 -0.1101 -0.0554
H 2.940034 -1.903282 -5.147087 0.0468 0.0300 -0.0039
H 4.024116 -0.601450 -4.691294 0.0208 -0.0011 0.0869
H 1.020964 -0.693313 -4.775238 -0.0536 0.0770 0.0216
H 2.059655 0.615714 -5.224942 0.1038 -0.0350 -0.0097
H 0.650299 0.094394 -2.695369 0.1325 -0.1309 0.1021
H 1.178148 1.588604 -3.374729 -0.1301 -0.0408 0.0143
H 3.483567 0.077265 -2.252969 -0.0824 -0.0830 0.0072
H 2.997809 1.747507 -2.034498 0.0151 -0.0048 0.0256
H 1.911772 -1.806827 -1.321504 0.0017 -0.0544 0.0195
H -0.367346 -0.411514 0.845450 -0.0726 0.0252 -0.0444
H -0.634608 -0.416942 -0.889974 0.0800 -0.1117 -0.0919
H 0.224289 -3.004689 -0.144007 -0.2518 -0.1948 -0.0819
H -0.940083 -2.575847 0.920185 -0.0365 -0.1041 -0.0837
H 2.884052 -2.511643 0.919424 -0.0777 0.0233 -0.1414
H 2.051718 -0.927226 3.228384 -0.0172 -0.0073 0.0011
H 1.772613 -2.636548 2.903923 -0.0150 0.0239 0.0038
H 0.627744 -1.422187 2.352947 0.0159 -0.0130 0.0001
H 4.253321 -0.377372 0.466796 0.0531 -0.0161 0.0342
H 3.460278 0.304906 1.865050 -0.0171 0.0132 -0.0252
H 5.428097 -0.626924 2.832216 0.0227 -0.0161 -0.0122
H 4.299815 -1.958430 3.078175 0.0237 0.0722 0.0451
H 5.440188 -1.999341 1.733714 -0.0346 -0.0668 0.0310
C -1.415658 4.003707 4.620441 0.0058 0.0309 0.0356
O -0.059539 4.175316 4.244109 -0.0299 -0.0569 -0.1012
C 0.775437 3.088175 4.584778 0.0105 0.0996 0.0443
C 1.084963 2.230519 3.377188 0.0128 -0.0377 0.0057
O -0.074714 1.584351 2.865868 0.0290 -0.0517 -0.0684
C -0.638051 2.240857 1.745550 -0.0237 -0.0781 -0.1546
H -1.983734 4.800931 4.145677 0.0093 0.0137 0.0145
H -1.807231 3.037435 4.291656 -0.0038 0.0005 -0.0039
H -1.532896 4.085881 5.705123 -0.0026 -0.0269 0.0023
H 0.319666 2.478025 5.371305 0.0013 -0.0152 -0.0124
H 1.714616 3.493804 4.972805 0.0015 -0.0170 0.0154
H 1.797846 1.451135 3.667490 -0.0076 0.0117 0.0166
H 1.548525 2.846542 2.598783 0.0041 -0.0065 -0.0034
H -0.004048 2.091071 0.859884 -0.0285 0.0839 -0.0299
H -0.769828 3.313200 1.897549 0.0510 -0.0107 0.1147
H -1.615308 1.793571 1.562997 0.0066 -0.0177 0.0003
C -6.624369 -1.234518 -2.174853 -0.0186 -0.0182 0.0115
O -5.633129 -1.786983 -1.324633 0.0407 0.0777 -0.0151
C -4.605302 -2.473069 -2.012395 -0.0729 -0.0124 0.1096
C -3.346886 -1.639752 -2.107858 0.1291 0.0134 -0.1231
O -3.518405 -0.483512 -2.910283 0.0167 0.0271 0.0288
C -3.729828 0.699491 -2.166679 -0.0471 -0.0074 -0.0176
H -7.243917 -0.581049 -1.564064 -0.0086 -0.0176 0.0088
H -6.180216 -0.653699 -2.986986 -0.0023 0.0046 0.0002
H -7.254936 -2.020953 -2.600756 0.0124 0.0017 -0.0239
H -4.933985 -2.766116 -3.014486 0.0044 0.0112 -0.0046
H -4.379614 -3.384229 -1.449570 0.0121 -0.0146 -0.0293
H -2.557771 -2.242986 -2.568607 -0.0002 -0.0198 0.0311
H -3.011578 -1.357847 -1.102694 -0.0335 -0.0242 0.0183
H -2.804484 1.023580 -1.669438 -0.0084 -0.0086 0.0262
H -4.509205 0.569785 -1.412369 0.0025 0.0080 0.0023
H -4.034900 1.474771 -2.866648 0.0229 0.0021 -0.0065